No. 1
Here is a structure of composition C6H16CsO2 from OMol25. Energies are from the ωB97M-V functional and the def2-TZVPD basis.

Geometry (Å):
Cs 0.990572 0.441582 -0.305254
C 0.401222 0.692022 -3.013774
C -0.863778 0.435682 -2.238224
C -2.052388 0.086422 -3.171614
O -0.692308 -0.714918 -1.459284
H 0.441722 -0.151838 -3.702514
H 1.284462 0.736402 -2.376574
H 0.243482 1.616862 -3.568654
H -1.224888 1.247822 -1.607264
H -3.004438 0.139232 -2.643494
H -2.172728 -0.958918 -3.456004
H -1.992948 0.667022 -4.092194
H -1.610428 -0.880228 -1.232704
C -0.063538 0.353412 3.544126
C 1.236762 -0.093748 2.749116
C 1.193862 -1.480478 2.131186
O 1.404662 0.830662 1.693576
H 0.137312 0.705062 4.556106
H -0.699618 -0.523488 3.664816
H -0.641868 1.142932 3.064246
H 2.069462 0.004462 3.445576
H 1.126262 -2.196008 2.950676
H 2.057932 -1.944758 1.655856
H 0.444592 -1.659938 1.360146
H 1.986612 1.504732 2.052126

Forces on the atoms, in the same order (eV/Å):
1.81 -0.16 -4.10
-0.63 0.25 -1.21
-1.89 -0.43 -2.22
-0.12 0.15 -0.21
-2.37 -2.14 -0.06
0.50 0.13 -0.20
-0.26 0.30 -2.27
0.37 -0.03 -0.16
0.32 0.49 0.06
-0.16 1.12 0.02
1.25 -0.26 -0.21
-0.56 0.18 0.17
-0.15 -1.06 0.39
0.39 -1.23 -0.02
-1.25 0.08 1.32
0.09 -1.40 0.64
2.66 2.64 8.03
0.35 -0.02 -0.09
-0.21 0.07 0.00
0.23 -0.14 -0.36
0.16 -0.31 -0.18
-0.88 -0.03 0.06
0.88 1.09 -0.11
-0.69 0.05 0.67
0.16 0.66 0.04

The calculation puts the frontier orbital gap at 10.5 eV. The energy above the lowest of the compared OMol25 structures with the same formula, charge and spin comes out at 5.7841 eV. As for the net charge: +1.

Atom charges from the Löwdin analysis, given in e for atoms 1 to 4: 2.126 -0.162 -0.649 -0.026

No. 2
Here is a structure of composition C6H16FLiO2Zn from OMol25. Energies are from the ωB97M-V functional and the def2-TZVPD basis.

Geometry (Å):
Li 0.074449 -12.478604 -12.834626
Zn 2.563236 -12.167530 -15.730599
F 1.367070 -11.703714 -14.169754
C 0.197944 -10.574480 -8.996776
C -0.190564 -10.805856 -10.470097
C -0.388887 -9.509243 -11.265797
O 0.818549 -11.617241 -11.052272
H -0.453114 -9.755403 -8.691276
H 1.196466 -10.142370 -9.062516
H 0.039519 -11.354910 -8.252513
H -1.112267 -11.385123 -10.524947
H -0.560787 -9.570485 -12.340415
H 0.557932 -8.988945 -11.121127
H -1.207287 -8.949541 -10.812987
H 1.579037 -11.064453 -11.246388
C 5.264097 -9.282802 -11.239302
C 4.377740 -10.502797 -11.495161
C 4.237424 -11.549043 -10.349158
O 3.092723 -10.070494 -11.884648
H 5.115783 -8.471211 -11.951647
H 6.288278 -9.640508 -11.345130
H 5.010782 -8.814987 -10.287950
H 4.787310 -11.067816 -12.332485
H 3.340247 -11.250956 -9.806637
H 5.089144 -11.589476 -9.670160
H 4.027049 -12.559684 -10.699078
H 2.998914 -9.700578 -12.765537

Forces on the atoms, in the same order (eV/Å):
0.41 0.51 0.79
-1.71 0.73 2.16
1.65 -0.98 -2.24
-0.93 1.56 -0.98
-0.99 -0.32 0.62
0.69 -0.06 1.09
-0.39 -1.41 -1.71
0.05 0.15 0.37
0.22 -0.27 0.62
0.41 -0.32 -0.58
-0.09 -0.26 0.10
-0.13 -0.51 -0.02
-0.11 0.63 -0.12
0.15 0.16 -0.12
0.72 0.41 -0.07
-0.14 -0.25 0.10
0.95 -0.76 -0.25
-0.64 1.07 -0.27
-1.88 -0.47 0.42
-0.09 -0.29 -0.42
0.14 0.38 0.53
0.40 -0.32 0.27
0.37 0.12 -0.35
0.17 0.00 0.50
-0.04 0.20 -0.17
0.17 0.06 -0.31
0.62 0.25 0.03

The calculation puts the frontier orbital gap at 3.0 eV. The energy above the lowest of the compared OMol25 structures with the same formula, charge and spin comes out at 0.0000 eV. As for the net charge: +2.

Atom charges from the Löwdin analysis, given in e for atoms 1 to 4: 0.821 1.448 -0.514 -0.010

No. 3
Here is a cluster of 2 separate species, C6H16IN2 in total from OMol25. Energies are from the ωB97M-V functional and the def2-TZVPD basis.

Geometry (Å):
C -0.013894 1.903287 0.861739
C -0.327229 0.605271 -2.368600
C 1.222074 -0.949901 2.009258
C 0.064507 -2.285218 0.384393
C 1.057066 1.323151 -0.000632
C 0.613736 -0.070728 -0.213184
N 0.186680 -0.338742 -1.423713
N 0.672014 -1.011659 0.716158
I -5.487523 -0.688548 0.040080
H 0.173447 1.761218 1.982588
H 0.087068 3.005268 0.686521
H -1.078484 1.669570 0.645982
H 0.380761 1.158226 -2.877132
H -0.989203 0.235954 -3.138616
H -0.877086 1.342450 -1.910038
H 1.622860 0.008579 2.200111
H 0.504892 -1.205188 2.770100
H 1.904514 -1.788217 1.959958
H 0.136242 -2.567340 -0.666043
H 0.551588 -2.990339 0.983825
H -0.996445 -2.254754 0.734206
H 1.395796 1.943193 -0.874403
H 2.029481 1.293367 0.604612
H -0.244460 -1.272907 -1.552112
H -5.844209 -1.915821 0.886406

Forces on the atoms, in the same order (eV/Å):
-0.67 3.00 1.83
-0.41 -0.10 -0.70
0.42 -0.94 0.37
-1.68 0.49 0.34
2.60 -0.37 1.26
1.48 0.28 -0.36
-1.77 -2.78 -0.83
-1.57 0.59 -3.02
0.44 1.40 -0.97
-0.36 -0.02 -1.63
-0.46 -0.69 0.55
0.80 -0.21 -0.11
2.11 0.71 -1.09
0.03 -1.00 0.15
-1.55 1.62 1.49
0.82 0.66 0.37
-0.59 0.11 0.26
1.00 0.30 0.88
0.17 -0.21 0.43
0.69 -1.39 0.60
0.58 -0.18 -0.56
-1.04 -1.05 0.45
-1.26 -0.02 -0.68
0.61 1.20 0.02
-0.40 -1.40 0.97

The calculation puts the frontier orbital gap at 9.7 eV. The energy above the lowest of the compared OMol25 structures with the same formula, charge and spin comes out at 0.0000 eV. As for the net charge: +1.

Atom charges from the Löwdin analysis, given in e for atoms 1 to 4: -0.090 -0.031 -0.006 0.011

No. 4
Here is the molecule C6H16IOPSi from OMol25. Energies are from the ωB97M-V functional and the def2-TZVPD basis.

Geometry (Å):
C 0.501042 -0.189984 3.467450
C 0.627337 -0.216735 1.900462
C -0.721602 0.173522 1.217466
C -0.592437 0.836040 -0.189207
C -2.054226 1.321733 -0.566738
Si -0.020510 -0.312816 -1.599286
C 0.606103 0.682322 -3.108698
I -1.976943 -1.642948 -2.379550
P 1.622827 -1.724786 -1.100344
O 2.491818 -1.834547 -2.367374
H 0.702000 0.813469 3.865681
H -0.487207 -0.577756 3.772130
H 1.228085 -0.925950 3.858016
H 1.405159 0.502734 1.601068
H 0.851313 -1.262764 1.639554
H -1.424862 -0.679617 1.241219
H -1.180081 0.942321 1.877545
H -0.001334 1.767641 -0.103299
H -2.335808 2.233251 -0.017473
H -2.167655 1.459697 -1.657478
H -2.762494 0.526737 -0.270640
H 0.479657 0.031323 -3.991454
H 0.090904 1.646946 -3.219554
H 1.697901 0.791804 -2.971313
H 1.012335 -3.012777 -0.919554
H 2.408676 -1.348861 0.021372

Forces on the atoms, in the same order (eV/Å):
0.28 -0.82 -0.88
-1.24 0.03 0.75
0.71 0.85 0.55
-1.68 -0.19 0.35
0.33 -0.53 -0.03
-0.68 1.67 -0.37
0.21 -0.97 0.50
0.48 -0.02 0.25
2.03 -1.42 -2.98
-1.07 0.45 1.71
-0.23 -0.39 0.02
0.30 0.45 -0.06
-0.15 0.63 0.13
-0.02 -0.57 -0.10
0.37 0.49 -0.19
0.33 0.28 -0.30
0.07 -0.32 -0.34
0.24 -0.66 -0.17
0.22 -0.21 -0.27
-0.07 0.24 0.51
0.23 0.39 -0.22
-0.02 0.48 0.26
0.19 -0.36 0.01
-0.46 0.23 -0.10
0.14 0.57 0.85
-0.51 -0.28 0.11

The calculation puts the frontier orbital gap at 9.7 eV.

Atom charges from the Löwdin analysis, given in e for atoms 1 to 4: -0.109 -0.281 -0.261 -0.482

No. 5
Here is a cluster of 3 separate species, C6H16N in total from OMol25. Energies are from the ωB97M-V functional and the def2-TZVPD basis.

Geometry (Å):
C 0.488941 -1.743632 -0.466422
C 0.655029 -1.053500 0.824172
C 1.154815 0.206570 0.923706
C -0.967763 0.340285 1.380408
C 1.589162 1.066101 -0.224887
C 1.233123 2.556721 -0.026471
N -2.735641 -1.212737 -1.516461
H -0.241740 -1.320935 -1.152793
H 1.424047 -1.936914 -0.993556
H 0.106433 -2.758503 -0.326102
H 0.548864 -1.713337 1.670787
H 1.558065 0.688515 1.815042
H -0.942264 -0.329569 2.219466
H -0.951475 1.408776 1.498769
H -1.419882 0.008921 0.448489
H 2.656065 0.962479 -0.413519
H 1.108714 0.769911 -1.155601
H 1.802449 2.973714 0.810713
H 1.425158 3.146550 -0.910248
H 0.232383 2.580261 0.398826
H -2.052548 -1.935171 -1.330904
H -3.059329 -1.395136 -2.462253
H -3.612604 -1.309371 -1.011159

Forces on the atoms, in the same order (eV/Å):
-0.84 -1.46 -0.70
0.07 -0.34 -0.16
0.37 2.21 0.12
2.03 -1.43 -1.41
-0.98 0.53 -1.11
0.51 -0.85 1.66
-0.35 0.40 -0.63
0.39 0.67 -0.06
0.23 0.60 0.05
-0.02 0.06 0.39
0.05 0.30 0.49
-0.50 -0.82 0.61
-0.84 0.35 0.44
0.35 0.17 0.32
-0.47 0.00 0.26
0.22 -0.23 0.33
-0.04 -0.33 -0.07
0.38 0.05 -0.25
-0.39 0.10 -0.13
-0.39 0.53 -0.87
-0.65 -0.38 0.38
0.38 0.26 -0.25
0.49 -0.37 0.58

The calculation puts the frontier orbital gap at 8.9 eV. The energy above the lowest of the compared OMol25 structures with the same formula, charge and spin comes out at 3.2522 eV. As for the net charge: +1.

Atom charges from the Löwdin analysis, given in e for atoms 1 to 4: -0.055 -0.120 -0.113 0.260

No. 6
Here is a cluster of 2 separate species, C6H16N2 in total from OMol25. Energies are from the ωB97M-V functional and the def2-TZVPD basis.

Geometry (Å):
C -1.640032 -0.840414 1.526075
C -1.882154 -0.174842 0.394952
N -2.282686 1.169328 0.386568
N -1.765110 -0.697944 -0.890055
C -1.043809 -1.932238 -1.090939
H -1.826262 -0.381826 2.479505
H -1.249497 -1.837982 1.537773
H -2.938003 1.387814 -0.351816
H -2.622405 1.478847 1.285733
H -1.516359 0.017723 -1.560493
H -0.008271 -1.890331 -0.730053
H -1.561049 -2.735128 -0.566225
H -1.038932 -2.162386 -2.155043
C 1.148436 1.493760 -0.736982
C 1.653245 0.804910 0.524846
C 2.955038 0.052814 0.276496
H 1.857713 2.248004 -1.072493
H 1.021682 0.768804 -1.539271
H 0.191903 1.974339 -0.545604
H 1.809860 1.553398 1.304377
H 0.890299 0.111610 0.885376
H 3.731224 0.734643 -0.065741
H 3.299927 -0.430344 1.187860
H 2.815242 -0.712558 -0.484848

Forces on the atoms, in the same order (eV/Å):
0.05 -0.17 0.10
-0.14 0.05 -0.20
-0.01 0.01 -0.10
0.04 0.48 -0.01
-0.02 -0.11 0.09
-0.08 0.16 0.16
0.11 -0.23 -0.09
-0.05 -0.04 0.10
0.02 0.01 -0.10
0.01 -0.05 0.08
-0.03 0.00 0.02
0.05 -0.07 -0.05
0.00 -0.04 0.03
-0.02 0.00 0.28
0.08 -0.08 -0.18
-0.19 0.11 0.16
0.07 0.08 -0.11
-0.03 -0.08 -0.16
-0.09 0.07 -0.08
-0.06 -0.01 0.07
0.02 0.07 0.07
0.13 0.02 -0.05
0.11 -0.09 0.04
0.03 -0.10 -0.09

The calculation puts the frontier orbital gap at 8.9 eV. The energy above the lowest of the compared OMol25 structures with the same formula, charge and spin comes out at 0.6978 eV.

Atom charges from the Löwdin analysis, given in e for atoms 1 to 4: 0.007 -0.516 0.090 -0.045

No. 7
Here is the molecule C6H16N2 from OMol25. Energies are from the ωB97M-V functional and the def2-TZVPD basis.

Geometry (Å):
C -0.056238 1.957856 1.551865
C 0.890168 1.226785 0.641520
N 0.256043 -0.049326 0.008880
C -0.052484 -0.991494 1.106959
C -1.579674 -0.801507 1.737347
C 1.098586 -0.538939 -1.074328
C 0.083353 -1.123261 -2.231120
N -0.303673 0.112673 -3.044765
H -0.425851 1.052192 2.159416
H 0.427514 2.450570 2.385444
H -0.820630 2.480448 1.101821
H 1.082379 1.830776 -0.136324
H 1.792893 1.028166 1.181350
H 0.625286 -1.031766 1.912304
H -0.140791 -2.068724 0.827250
H -2.108174 -0.629805 0.837431
H -2.009531 -1.742939 1.987915
H -1.697804 0.236763 2.077637
H 1.651485 0.216592 -1.672312
H 1.713909 -1.442436 -1.034990
H 0.553396 -1.864035 -2.866993
H -0.896802 -1.569190 -1.811375
H 0.650432 0.475938 -3.182034
H -0.733796 0.784671 -2.462900

Forces on the atoms, in the same order (eV/Å):
1.08 -4.03 3.03
-1.77 -2.23 0.74
1.64 1.49 2.03
-3.33 -1.37 -0.24
2.57 1.30 -3.00
-2.19 -2.43 -2.82
-1.64 2.44 1.32
1.86 -2.26 -0.83
0.01 2.04 -0.75
0.38 0.90 -0.39
-1.65 1.12 -0.90
1.14 1.99 -3.03
0.74 -0.54 0.26
1.34 0.53 0.97
0.48 0.86 -0.72
-0.73 0.04 -1.61
-0.17 -0.27 1.71
-0.55 -1.38 1.55
-0.20 -0.12 1.21
0.66 0.29 1.61
0.17 0.06 -0.22
1.75 0.60 -0.34
-0.88 0.37 -0.65
-0.68 0.60 1.05

The calculation puts the frontier orbital gap at 9.5 eV. The energy above the lowest of the compared OMol25 structures with the same formula, charge and spin comes out at 3.7536 eV.

Atom charges from the Löwdin analysis, given in e for atoms 1 to 4: -0.078 -0.209 -0.146 -0.210

No. 8
Here is a cluster of 2 separate species, C6H16N2 in total from OMol25. Energies are from the ωB97M-V functional and the def2-TZVPD basis.

Geometry (Å):
C 1.943540 -0.125493 -1.452800
N 1.689530 -0.213597 -0.071377
C 0.815663 -1.302898 0.163569
C -0.584838 -1.191550 -0.570839
N -1.783078 -1.589269 0.048833
C -2.433264 1.140683 1.392992
C -1.276588 0.848232 2.356648
C 2.545296 1.176654 -1.851213
H 2.628659 -0.874820 -1.890013
H 1.087451 -0.271978 -2.191481
H -2.030783 -2.584235 -0.066463
H 1.289876 -2.229486 -0.190534
H 0.708906 -1.456010 1.238602
H -0.462920 -1.523451 -1.613227
H -1.095042 -0.211468 -0.651006
H -2.514358 0.269472 0.732339
H -3.373736 1.132392 1.960657
H -2.295257 2.063823 0.829235
H -1.416002 -0.081888 2.892726
H -1.141595 1.630026 3.100626
H -0.398938 0.721663 1.707638
H 3.603349 1.262610 -1.600428
H 2.057599 2.026116 -1.361311
H 2.436534 1.384478 -2.913183

Forces on the atoms, in the same order (eV/Å):
0.45 0.30 -1.93
-2.56 -2.11 -0.39
3.99 0.86 2.08
-5.89 1.15 -1.38
1.47 -2.00 0.17
-0.38 -0.87 0.73
0.07 0.18 -0.93
0.49 1.83 0.05
-0.09 -0.55 0.68
-0.17 -0.13 1.29
0.48 0.05 -0.02
-0.61 -0.08 -0.59
-0.51 0.32 -0.07
0.48 -0.59 0.27
2.56 1.18 -0.24
-0.07 0.51 -0.05
0.04 0.47 -0.27
-0.11 -0.02 0.13
-0.19 -0.27 0.04
0.26 0.14 -0.11
0.25 0.23 0.62
0.03 -0.13 0.02
-0.08 -0.22 0.11
0.10 -0.26 -0.20

The calculation puts the frontier orbital gap at 5.6 eV. The energy above the lowest of the compared OMol25 structures with the same formula, charge and spin comes out at 6.8972 eV.

Atom charges from the Löwdin analysis, given in e for atoms 1 to 4: -0.369 0.076 -0.235 -0.329

Calculated values (eV) of HOMO energy for the records, taken in order: -13.52; -16.42; -12.45; -9.36; -13.79; -7.85; -8.45; -8.11.
Calculated values (eV/Å) of maximum force for the records, taken in order: 8.86; 2.95; 3.58; 3.88; 2.86; 0.48; 5.16; 6.16.
Calculated values (eV) of LUMO for the records, taken in order: -2.988; -13.444; -2.773; 0.289; -4.867; 1.047; 1.098; -2.496.